C5H11O3PS | wB97M-V/def2-TZVPD

Last columns: bonded neighbours and bond lengths (Å).
Geometry (Å):
1 C 1.293 3.028 -0.172  C3 1.520, H11 1.118, H12 1.093, H13 1.112
2 C -1.642 -2.782 -0.724  C4 1.514, H14 1.169, H15 1.179, H16 1.116
3 C 1.309 1.786 0.705  C1 1.520, O7 1.445, H17 1.108, H18 1.186
4 C -0.961 -1.431 -0.661  C2 1.514, O8 1.473, H19 1.157, H20 1.053
5 C 0.838 -0.577 0.748  O6 1.429, O7 1.401, O8 1.428, P9 1.946
6 O 0.499 -0.552 2.135  C5 1.429, H21 0.977
7 O 0.573 0.668 0.161  C3 1.445, C5 1.401
8 O 0.355 -1.665 -0.041  C4 1.473, C5 1.428
9 P 2.739 -0.985 0.829  C5 1.946, S10 1.946
10 S 3.203 -1.184 -1.051  P9 1.946
11 H 1.465 2.688 -1.223  C1 1.118
12 H 0.276 3.416 -0.270  C1 1.093
13 H 2.063 3.682 0.291  C1 1.112
14 H -0.920 -3.676 -0.940  C2 1.169
15 H -2.012 -3.139 0.337  C2 1.179
16 H -2.469 -2.942 -1.456  C2 1.116
17 H 0.905 1.769 1.737  C3 1.108
18 H 2.479 1.612 0.611  C3 1.186
19 H -1.590 -0.717 -0.003  C4 1.157
20 H -0.804 -0.985 -1.602  C4 1.053
21 H -0.359 -0.127 2.325  O6 0.977

Largest force on an atom   3.64 eV/Å
Molar mass   182.2 g mol⁻¹
SMILES   CCOC(O)(OCC)P=S
Kohn-Sham gap   7.3 eV
LUMO   -0.04212 hartree
Energy above the lowest of the compared OMol25 structures with the same formula, charge and spin   52.0 kcal per mole

Atomic partial charges in e from the Löwdin method, atoms 1 to 6:
1. C -0.08
2. C -0.10
3. C -0.27
4. C -0.23
5. C -0.84
6. O -0.05